Entry 1:
A cluster of 2 separate species, C2H5NO3 in total. Source: the OMol25 dataset; level of theory: wB97M-V/def2-TZVPD.

The value obtained for the HOMO energy is -10.0 eV. As for the frontier orbital gap: 10.311 eV. Its charge is 0. As for the relative energy (zero: lowest compared OMol25 entry of this formula, charge and spin): 425.4 kJ/mol.

Last column: Mulliken charge in e.
CARTESIAN COORDINATES (ANGSTROEM)
O1 -2.74475 0.39858 -2.49464  -0.390
O2 -1.06583 -0.20221 -3.62941  -0.401
O3 -1.22704 1.13046 0.29558  -0.454
N1 -1.36953 0.24860 -2.60446  0.390
C1 0.25211 -0.59302 -0.22726  -0.943
C2 -0.16578 0.78300 -0.05323  0.214
H1 0.72158 -0.97596 0.62441  0.387
H2 0.64322 1.53389 -0.13889  0.342
H3 -0.65220 -1.38831 -0.21196  0.230
H4 -3.04384 0.96345 -1.76997  0.372
H5 0.73034 -0.57545 -1.25150  0.254


Entry 2:
An isolated molecule of C4H4O2. Source: the OMol25 dataset; level of theory: wB97M-V/def2-TZVPD.

The value obtained for the HOMO energy is -10.3 eV. As for the frontier orbital gap: 10.955 eV. Its charge is 0. As for the relative energy (zero: lowest compared OMol25 entry of this formula, charge and spin): 198.6 kJ/mol.

Last column: Mulliken charge in e.
CARTESIAN COORDINATES (ANGSTROEM)
O1 -0.66942 1.66981 0.31522  -0.533
O2 -1.75956 -0.37181 -1.00903  -0.486
C1 2.05231 -0.39870 -0.45960  0.102
C2 -1.06497 -0.67285 -0.06971  0.034
C3 1.11023 0.04353 0.14731  -0.583
C4 -0.23520 0.39113 0.65295  0.036
H1 2.87485 -0.78688 -1.01753  0.400
H2 -1.09567 1.57649 -0.55431  0.364
H3 -0.30009 0.26752 1.74077  0.283
H4 -0.91249 -1.71826 0.25392  0.383


Entry 3:
A structure of composition C32H45NOOsPS4Si. Source: the OMol25 dataset; level of theory: wB97M-V/def2-TZVPD.

The value obtained for the HOMO energy (alpha / beta) is -10.7 / -11.0 eV. As for the frontier orbital gap (alpha / beta): 7.942 / 6.000 eV. Its charge is +1. The spin multiplicity is 5. As for the relative energy (zero: lowest compared OMol25 entry of this formula, charge and spin): 25.6 kJ/mol.

Last column: Mulliken charge in e.
CARTESIAN COORDINATES (ANGSTROEM)
Os1 1.07328 0.03811 0.49933  0.795
S1 4.61878 -0.17556 0.59676  -0.059
S2 3.07452 0.47204 -0.56475  -0.123
S3 2.18736 -2.17355 1.47109  -0.119
S4 4.11902 -2.09687 1.17398  0.118
P1 1.39520 1.97668 1.99252  -1.073
Si1 0.10610 -1.52287 -2.46706  -1.291
O1 0.47465 -1.09591 -0.91634  1.563
N1 -0.81587 -0.22865 1.26612  -0.900
C1 -1.64838 -3.54244 -3.47693  -0.317
C2 -3.26242 -0.63883 1.95571  0.252
C3 3.06292 -2.90250 -5.08542  -0.776
C4 -1.21546 -2.84007 -2.35010  0.477
C5 3.99791 -3.43179 -4.20928  -0.486
C6 -3.57380 -0.62125 3.31710  -0.481
C7 -2.61944 -4.52558 -3.37887  -0.774
C8 1.90634 -2.31472 -4.59614  0.074
C9 2.23027 4.70818 1.39959  -1.727
C10 -1.77381 -3.17719 -1.11738  -0.110
C11 2.92993 0.57984 3.93293  -1.363
C12 1.74227 3.37450 0.83600  0.948
C13 -2.74257 -4.16555 -1.00932  -0.756
C14 -0.18294 2.33450 2.88856  0.789
C15 -4.88514 -0.81699 3.70609  -0.776
C16 -1.16757 -0.22621 -4.68369  -1.945
C17 -1.57976 0.70883 -2.43030  -1.535
C18 -5.55020 -1.04861 1.39603  -0.807
C19 -0.38886 3.76170 3.39773  -1.461
C20 -0.39313 1.32786 4.02466  -1.722
C21 2.60943 -2.78910 -2.36188  0.044
C22 2.80742 1.90624 3.18000  1.018
C23 -1.91036 -0.43267 1.55481  0.753
C24 -4.24343 -0.85118 0.98781  -0.252
C25 -0.51971 0.05396 -3.32545  2.500
C26 1.65756 -2.24013 -3.22516  0.565
C27 0.65246 1.02407 -3.50246  -1.661
C28 -5.86858 -1.02915 2.74743  -0.389
C29 2.87299 3.06222 4.18247  -1.752
C30 0.53992 3.56056 -0.09701  -1.542
C31 3.76779 -3.37737 -2.84300  -0.790
C32 -3.17107 -4.83673 -2.14381  -0.574
H1 -0.94290 2.13996 2.12554  0.321
H2 -5.14129 -0.80837 4.75557  0.425
H3 -2.45992 0.06799 -2.32902  0.297
H4 1.44140 0.60344 -4.12671  0.297
H5 2.43390 -2.75924 -1.29405  0.150
H6 1.10009 1.28992 -2.54025  0.119
H7 3.96621 0.42683 4.23575  0.438
H8 3.66379 1.99012 2.49862  0.507
H9 0.83488 4.15698 -0.96013  0.529
H10 3.21643 4.62060 1.85412  0.419
H11 0.38663 4.06602 4.09875  0.202
H12 -3.97725 -0.87099 -0.05928  0.570
H13 -6.89260 -1.18303 3.05828  0.417
H14 -0.27829 4.08064 0.40062  0.261
H15 -1.21562 -3.32998 -4.44756  0.398
H16 0.15020 2.60997 -0.47776  0.302
H17 -3.92332 -5.61011 -2.06606  0.399
H18 -2.79434 -0.46465 4.04965  0.504
H19 -0.15877 0.30226 3.73601  0.389
H20 4.49035 -3.79632 -2.15476  0.400
H21 -1.55421 0.70575 -5.10480  0.532
H22 3.82858 3.01046 4.70588  0.469
H23 -1.91151 1.65379 -2.86997  0.578
H24 1.19590 -1.90900 -5.30532  0.117
H25 -2.94110 -5.05768 -4.26410  0.426
H26 3.23545 -2.94608 -6.15248  0.439
H27 2.62957 -0.27663 3.33776  0.125
H28 2.32433 5.40717 0.56712  0.497
H29 -1.19754 0.92697 -1.42995  0.034
H30 2.09143 2.97123 4.93406  0.281
H31 1.54921 5.15209 2.12335  0.263
H32 -1.43426 1.36545 4.34811  0.437
H33 2.56151 2.96521 0.23706  0.308
H34 -0.46168 -0.63213 -5.40811  0.337
H35 2.32231 0.59028 4.83715  0.313
H36 2.79712 4.04691 3.72663  0.337
H37 -1.34304 3.80574 3.92585  0.489
H38 0.21965 1.58080 4.88740  0.334
H39 -6.32042 -1.21964 0.65738  0.442
H40 -0.43143 4.48980 2.59124  0.339
H41 -2.00497 -0.92006 -4.59638  0.401
H42 -3.15595 -4.41857 -0.04140  0.474
H43 0.31051 1.95081 -3.97115  0.559
H44 -1.42310 -2.67346 -0.22405  0.395
H45 4.90049 -3.88914 -4.59102  0.395


Entry 4:
A cluster of 3 separate species, C4H12O3 in total. Source: the OMol25 dataset; level of theory: wB97M-V/def2-TZVPD.

The value obtained for the HOMO energy is -8.7 eV. As for the frontier orbital gap: 9.156 eV. Its charge is 0. As for the relative energy (zero: lowest compared OMol25 entry of this formula, charge and spin): 201.8 kJ/mol.

Last column: Mulliken charge in e.
CARTESIAN COORDINATES (ANGSTROEM)
O1 -3.27206 -0.06103 -0.83936  -0.640
O2 -1.50881 1.51144 -2.36223  -0.640
O3 2.85346 -1.15322 -1.29902  -0.508
C1 0.85535 -0.24172 1.66285  -0.220
C2 1.61836 -0.26023 0.55867  -0.251
C3 1.73670 -1.32573 -0.47463  -0.349
C4 0.07204 0.96101 2.09553  -1.089
H1 1.84484 -2.19696 0.18263  0.230
H2 -0.55454 1.60943 -2.30362  0.315
H3 -1.73946 0.84363 -1.70161  0.360
H4 0.84684 -1.13698 2.28466  0.367
H5 2.52839 -0.58845 -2.00541  0.310
H6 -0.24325 1.64105 1.32267  0.326
H7 0.91102 -1.57169 -1.14135  0.242
H8 -4.11060 0.29908 -1.13904  0.300
H9 -3.43500 -0.97044 -0.58414  0.305
H10 -0.85041 0.48368 2.45819  0.316
H11 0.44589 1.43473 3.00657  0.305
H12 2.00125 0.72239 0.27865  0.322


Entry 5:
A structure of composition C6H10O2. Source: the OMol25 dataset; level of theory: wB97M-V/def2-TZVPD.

The value obtained for the HOMO energy is -9.2 eV. As for the frontier orbital gap: 10.096 eV. Its charge is 0. As for the relative energy (zero: lowest compared OMol25 entry of this formula, charge and spin): 838.5 kJ/mol.

Last column: Mulliken charge in e.
CARTESIAN COORDINATES (ANGSTROEM)
O1 -1.45855 -0.08257 0.96983  -0.524
O2 -0.16911 2.06600 -1.20647  -0.468
C1 -0.51228 0.68777 -0.84259  -0.164
C2 -0.33045 -1.03638 0.74027  -0.647
C3 1.30159 -1.30872 -1.18454  -1.176
C4 0.00807 -0.81400 -0.71494  0.388
C5 0.21260 1.54714 0.06486  0.061
C6 -0.75203 1.39467 1.31396  -0.411
H1 1.50846 1.83214 0.40477  0.242
H2 1.68392 -0.68693 -2.19349  0.260
H3 -0.36088 1.25502 2.32247  0.292
H4 1.96169 -0.77757 -0.41131  0.338
H5 -1.67579 2.12581 1.52945  0.235
H6 0.59949 -1.18361 1.23560  0.346
H7 -1.59419 0.75664 -0.48828  0.350
H8 1.24401 -2.43923 -1.35098  0.310
H9 -0.93876 -1.27329 -1.37420  0.271
H10 -0.72779 -2.06290 1.18559  0.297


Entry 6:
An isolated molecule of C7H6I2. Source: the OMol25 dataset; level of theory: wB97M-V/def2-TZVPD.

The value obtained for the HOMO energy is -8.5 eV. As for the frontier orbital gap: 8.779 eV. Its charge is 0.

Last column: Mulliken charge in e.
CARTESIAN COORDINATES (ANGSTROEM)
I1 -2.73649 -1.95122 0.02983  0.153
I2 -2.77570 2.00511 -0.00462  0.128
C1 -1.15277 0.73978 -0.23276  -0.307
C2 0.63930 -0.74944 1.12230  -0.609
C3 0.21418 -1.07453 -0.29415  -0.189
C4 0.35088 1.15722 -0.12369  -0.296
C5 -1.21581 -0.56720 -0.34651  -0.255
C6 0.91269 0.03372 -1.05116  -0.648
C7 0.66398 0.56762 1.22565  -0.479
H1 1.95519 -0.02518 -0.99950  0.372
H2 0.47111 2.14547 -0.42237  0.645
H3 0.58372 0.16940 -2.18512  0.246
H4 0.57359 -1.42016 1.90421  0.472
H5 0.35931 -2.19717 -0.66095  0.403
H6 1.15681 1.16658 2.03885  0.363


Number 3 is which compound?
C32H45NOOsPS4Si